Computed, not measured: a molecular structure, C11H14F3N5O2PtS2 at a distorted geometry, with ωB97M-V/def2-TZVPD.

Computed properties:
Orbital gap = 5.4 eV
Energy above the lowest of the compared OMol25 structures with the same formula, charge and spin = 0.000 eV
DFT total energy = -2066.4737 a.u.
E_LUMO = -9.2229 eV
Net charge = +2

Geometry as XYZ:
```
38
Properties=species:S:1:pos:R:3:forces:R:3:nbo_charge:R:1
Pt -0.008 0.169 0.089 -1.903 1.958 2.997 1.0942
C -0.529 -0.052 5.644 0.453 -0.207 -0.182 -0.7655
S -1.933 0.567 4.712 0.368 0.146 -0.878 0.4789
C -1.304 0.609 3.068 -0.837 0.093 -0.478 -0.1000
S 0.394 0.609 2.704 0.212 -0.580 -2.103 0.0728
N -2.231 0.680 2.154 -0.779 0.285 2.531 -0.3123
N -2.015 0.676 0.893 -0.289 -1.648 -4.112 -0.1655
C -3.068 0.545 0.035 2.386 0.786 3.463 0.1052
C -2.806 0.236 -1.293 0.257 -0.607 -3.128 0.0919
C -3.833 0.039 -2.263 0.898 0.461 1.700 -0.1496
C -3.496 -0.374 -3.526 0.843 -0.305 -0.704 -0.1171
C -2.152 -0.623 -3.830 -0.539 0.232 0.383 -0.1873
C -1.190 -0.399 -2.849 0.033 -0.179 -0.860 0.0720
N -1.498 0.046 -1.648 0.577 -0.209 1.133 -0.4832
H -0.802 -0.002 6.696 -0.061 0.078 -0.025 0.2753
H 0.368 0.542 5.468 -0.118 0.049 0.185 0.2394
H -0.341 -1.090 5.367 -0.026 0.073 0.094 0.2479
H -4.074 0.605 0.426 0.066 0.116 0.222 0.2673
H -4.858 0.211 -1.973 -0.089 0.013 0.007 0.2583
H -4.257 -0.518 -4.278 -0.056 -0.041 -0.016 0.2645
H -1.854 -0.985 -4.799 0.043 -0.033 -0.112 0.2647
H -0.144 -0.598 -3.051 -0.052 0.043 0.014 0.2314
C 4.888 -0.159 0.255 0.423 -0.748 0.215 -0.2661
O 4.142 1.006 -0.127 -0.659 0.425 -0.187 -0.4423
C 2.848 0.934 -0.196 0.057 0.805 -0.167 0.9179
O 2.183 -0.089 0.013 -1.142 -0.779 -0.275 -0.6616
N 2.281 2.122 -0.517 0.062 0.184 -0.065 -0.4599
N 0.878 2.274 -0.548 -0.119 -0.109 0.081 -0.6718
H 5.899 0.195 0.430 -0.104 -0.017 -0.017 0.2363
H 4.878 -0.894 -0.550 -0.040 0.108 0.010 0.2145
H 4.468 -0.595 1.160 0.034 0.076 -0.048 0.2097
H 2.892 2.912 -0.696 -0.199 -0.022 0.034 0.4357
H 0.572 2.532 -1.493 0.198 -0.122 0.272 0.4069
H 0.603 3.038 0.080 0.135 -0.304 -0.076 0.4168
F 0.028 -2.427 -0.715 0.208 0.153 -0.143 -0.3015
C -0.338 -1.789 0.393 -0.416 -0.689 0.611 0.8854
F 0.371 -2.254 1.415 0.088 0.209 -0.290 -0.2908
F -1.621 -2.089 0.625 0.086 0.307 -0.086 -0.3123
```
Forces are in eV/Å.


Computed, not measured: a molecular structure, CLi2O2 at a distorted geometry, with ωB97M-V/def2-TZVPD.

Computed properties:
Orbital gap (alpha / beta) = 11.2 / 9.0 eV
DFT total energy = -203.4089 a.u.
Multiplicity = 2
E_LUMO (alpha / beta) = -4.0934 / -5.3667 eV
⟨S²⟩ = 0.7534
Net charge = +1

Geometry as XYZ:
```
5
Properties=species:S:1:pos:R:3:forces:R:3:mulliken_spin:R:1
O -1.262 -2.404 -0.420 0.797 1.559 -0.373 -0.0011
C -0.695 -1.424 -0.466 -0.942 -1.923 0.406 0.0075
O 0.543 1.195 0.081 0.305 0.354 0.692 0.9963
Li 1.034 2.868 -0.444 -0.171 -0.410 -0.109 0.0013
Li 0.380 -0.235 1.249 0.010 0.421 -0.615 -0.0040
```
Forces are in eV/Å.


Computed, not measured: 2 unconnected molecules or ions with the total composition C6H8NOP at a distorted geometry, with ωB97M-V/def2-TZVPD.

Computed properties:
Orbital gap (alpha / beta) = 8.1 / 8.1 eV
Energy above the lowest of the compared OMol25 structures with the same formula, charge and spin = 3.044 eV
DFT total energy = -704.5504 a.u.
E_LUMO (alpha / beta) = -1.0219 / -1.0222 eV

Geometry as XYZ:
```
17
Properties=species:S:1:pos:R:3:forces:R:3:nbo_charge:R:1
C -2.129 0.495 -1.549 0.031 0.547 2.865 -0.1161
C -1.165 3.186 1.971 1.337 3.971 1.745 -0.4041
C -2.090 0.654 -0.346 0.376 -0.584 -1.296 -0.4480
C -1.879 2.124 1.909 0.496 -2.818 -0.800 -0.4328
C 0.858 -1.628 -0.817 1.237 0.225 1.383 -0.4418
C 3.188 -1.943 -0.892 0.766 0.601 -0.104 -0.0755
N 2.233 -1.263 -0.511 -0.915 2.279 1.301 -0.3857
O -2.204 -0.711 1.951 -0.138 -1.385 0.832 -0.9919
P -1.696 0.508 1.360 -0.842 2.420 -0.526 1.6926
H -2.209 0.465 -2.571 -0.140 -0.153 -1.722 0.2280
H -1.823 4.139 2.146 1.528 -1.405 -0.546 0.2269
H 0.268 -1.334 0.092 0.143 -0.501 -1.149 0.2046
H 0.678 -0.959 -1.654 -0.896 -0.362 -0.151 0.2154
H 0.832 -2.709 -1.017 -0.674 0.228 -0.300 0.1771
H 2.936 -2.815 -1.405 0.442 -2.042 -1.081 0.1298
H 0.004 3.337 2.124 -2.664 -0.561 -0.573 0.2440
H 4.201 -1.547 -0.791 -0.089 -0.459 0.121 0.1775
```
Forces are in eV/Å.


Computed, not measured: 2 unconnected molecules or ions with the total composition C4H12NOS at a distorted geometry, with ωB97M-V/def2-TZVPD.

Computed properties:
Orbital gap = 7.4 eV
Energy above the lowest of the compared OMol25 structures with the same formula, charge and spin = 3.485 eV
DFT total energy = -687.4174 a.u.
E_LUMO = -4.7217 eV
Net charge = +1

Geometry as XYZ:
```
19
Properties=species:S:1:pos:R:3:forces:R:3:nbo_charge:R:1
C -0.573 2.105 -0.625 -1.116 -0.592 -1.247 0.1142
C -2.737 1.433 -1.295 -2.402 -0.177 -0.472 -0.4415
C -0.898 -0.237 -0.998 -0.932 1.442 -0.585 -0.4122
C 2.677 -2.605 1.773 1.388 1.597 0.096 -0.7365
N -1.363 1.187 -1.039 1.607 -0.330 1.045 -0.1986
O 2.211 0.168 1.369 0.239 -3.050 0.876 -0.8630
S 2.713 -1.480 0.251 -0.792 1.897 3.753 0.4032
H 2.131 -0.113 2.390 0.430 0.427 -3.514 0.4819
H -1.034 3.061 -0.634 0.246 1.001 0.365 0.2152
H 0.463 1.915 -0.418 0.313 -0.159 0.303 0.2500
H -3.019 2.479 -1.094 0.233 -0.465 -0.105 0.2405
H -2.968 1.179 -2.343 0.182 0.194 0.282 0.2515
H -3.392 0.752 -0.688 0.778 0.624 -0.298 0.2500
H -0.562 -0.277 -0.020 0.632 -1.032 2.039 0.2408
H -1.718 -0.903 -1.207 -0.030 -0.178 -0.178 0.2392
H -0.049 -0.323 -1.618 0.683 -0.392 -1.019 0.2447
H 3.187 -3.562 1.592 -0.264 0.374 -0.255 0.2542
H 1.632 -2.735 2.022 0.063 -0.127 0.307 0.2234
H 3.300 -2.044 2.583 -1.261 -1.053 -1.394 0.2429
```
Forces are in eV/Å.


Computed, not measured: a single C5H6N2 molecule at a distorted geometry, with ωB97M-V/def2-TZVPD.

Computed properties:
Structure (SMILES) = C=Cc1c[nH]cn1
Orbital gap = 8.7 eV
Energy above the lowest of the compared OMol25 structures with the same formula, charge and spin = 3.647 eV
DFT total energy = -303.5020 a.u.
E_LUMO = 0.5769 eV

Geometry as XYZ:
```
13
Properties=species:S:1:pos:R:3:forces:R:3:nbo_charge:R:1
C 0.841 -0.290 -2.025 -0.761 1.406 -2.467 -0.4043
C -0.383 0.136 -1.551 1.037 -0.208 -5.871 -0.1670
C -0.470 0.296 -0.166 3.727 -0.990 -2.643 0.0064
C 0.593 0.038 0.637 4.280 1.939 0.192 -0.1058
N 0.020 -0.142 1.808 6.492 1.785 6.191 -0.4814
C -1.253 -0.160 1.762 -3.970 1.164 -3.579 0.1037
N -1.557 0.075 0.409 -5.876 -1.001 5.874 -0.4109
H 1.686 -0.208 -1.404 0.536 -0.469 1.423 0.1721
H 1.364 -0.426 -3.052 -2.289 0.161 1.158 0.2064
H -1.345 0.327 -2.220 2.293 -0.662 1.505 0.2303
H 1.749 0.225 0.677 -2.643 -0.480 -0.623 0.2112
H 0.705 0.369 2.560 -2.724 -2.528 -1.361 0.4304
H -1.950 -0.241 2.565 -0.101 -0.117 0.201 0.2089
```
Forces are in eV/Å.


Computed, not measured: a single C8H9ClOS molecule at a distorted geometry, with ωB97M-V/def2-TZVPD.

Computed properties:
Orbital gap = 9.4 eV
Energy above the lowest of the compared OMol25 structures with the same formula, charge and spin = 2.941 eV
DFT total energy = -1243.7175 a.u.
E_LUMO = 0.4055 eV

Geometry as XYZ:
```
20
Properties=species:S:1:pos:R:3:forces:R:3:nbo_charge:R:1
C -0.108 2.689 0.056 1.302 -1.157 -1.428 -0.6208
C -1.793 0.241 0.655 0.809 1.088 1.482 -0.5694
C -0.541 -0.575 0.317 -1.078 -0.714 -0.425 -0.1008
C -0.389 -1.224 -0.965 -1.515 2.367 -0.446 -0.1775
C 0.764 -1.875 -1.367 -4.144 0.632 0.881 -0.2323
C 1.703 -1.913 -0.409 5.487 -2.299 -2.953 -0.2126
C 1.742 -1.187 0.699 0.499 0.231 4.216 -0.2148
C 0.457 -0.722 1.268 3.311 0.055 -0.164 -0.2031
H 0.452 1.688 -0.193 0.041 2.058 1.285 0.2532
H 0.272 3.472 -0.763 -1.354 -1.518 2.095 0.2704
H -1.682 0.494 1.805 -1.146 -0.709 -2.196 0.2393
H -2.794 -0.081 0.170 1.660 0.204 1.421 0.2620
H -1.203 -0.950 -1.696 0.940 -0.817 0.839 0.2430
H 0.663 -2.376 -2.284 0.802 -0.705 -1.023 0.2276
H 2.693 -2.469 -0.708 -1.754 1.115 0.637 0.2021
H 2.861 -1.215 1.133 -3.200 0.380 0.098 0.2317
H 0.441 -0.528 2.387 -0.358 0.395 -1.731 0.2353
O -1.728 1.245 -1.617 0.492 1.014 -1.365 -0.9829
S -1.780 1.922 -0.306 -0.773 -0.535 1.117 1.2122
Cl -0.028 3.363 1.818 -0.022 -1.086 -2.342 -0.0628
```
Forces are in eV/Å.


Computed, not measured: a molecular structure, C3H6NdO3 at a distorted geometry, with ωB97M-V/def2-TZVPD.

Computed properties:
Orbital gap (alpha / beta) = 8.5 / 8.7 eV
Energy above the lowest of the compared OMol25 structures with the same formula, charge and spin = 0.993 eV
DFT total energy = -904.3220 a.u.
Multiplicity = 5
E_LUMO (alpha / beta) = -9.9029 / -9.7799 eV
⟨S²⟩ = 6.0030
Net charge = +2

Geometry as XYZ:
```
13
Properties=species:S:1:pos:R:3:forces:R:3:mulliken_spin:R:1
H 0.854 1.876 -0.814 0.683 0.543 4.208 0.0010
O 0.895 1.946 0.409 -0.490 1.417 -0.654 -0.0015
Nd -1.030 -0.597 -2.212 1.164 0.162 0.512 4.0013
O 0.930 -0.288 1.280 0.226 0.912 -0.636 0.0013
C 0.938 0.677 0.427 -0.151 -0.836 -1.718 -0.0033
O 0.968 0.312 -0.796 -1.338 -2.662 -3.258 0.0013
C -0.016 -0.394 2.367 0.027 0.783 1.880 0.0007
C -0.125 -1.847 2.757 -0.150 -0.218 0.023 -0.0001
H 0.394 0.225 3.171 -0.120 -0.238 0.028 -0.0003
H -0.978 0.055 2.104 0.109 -0.055 -0.324 -0.0003
H 0.828 -2.374 2.616 -0.219 0.229 0.128 0.0000
H -0.399 -1.904 3.818 0.042 -0.060 -0.323 0.0000
H -0.903 -2.359 2.177 0.218 0.022 0.134 0.0000
```
Forces are in eV/Å.


Computed, not measured: a single C5H10O molecule at a distorted geometry, with ωB97M-V/def2-TZVPD.

Computed properties:
Orbital gap = 8.7 eV
Energy above the lowest of the compared OMol25 structures with the same formula, charge and spin = 3.892 eV
DFT total energy = -271.6096 a.u.
E_LUMO = 0.3220 eV

Geometry as XYZ:
```
16
Properties=species:S:1:pos:R:3:forces:R:3:nbo_charge:R:1
C -1.792 -0.198 -0.668 -0.251 0.091 -0.263 -0.6528
C 1.034 -0.272 -0.721 0.591 0.583 0.260 0.1904
C 2.479 -0.145 -0.589 0.414 0.082 -0.175 -0.7845
C 0.367 0.446 0.383 -0.247 -0.476 -0.619 -0.6087
C -0.966 -0.208 0.636 0.107 -0.055 -0.068 0.1058
O -1.577 0.532 1.689 -0.367 -0.029 -0.294 -0.7184
H -2.725 -0.736 -0.532 -0.270 -0.076 0.110 0.2017
H -2.051 0.846 -0.931 0.137 -0.346 0.291 0.2088
H -1.308 -0.627 -1.575 0.001 0.178 1.046 0.2529
H 2.866 0.575 0.143 0.023 0.073 0.014 0.1827
H 2.987 -0.042 -1.548 0.087 -0.204 -0.013 0.2427
H 2.725 -1.157 -0.220 0.071 -0.012 -0.074 0.2782
H 0.953 0.596 1.290 0.144 -0.033 0.221 0.2094
H 0.183 1.456 -0.037 0.094 -0.160 -0.066 0.2690
H -0.766 -1.221 1.050 -0.245 0.246 -0.674 0.1588
H -2.437 0.124 1.806 -0.289 0.140 0.303 0.4639
```
Forces are in eV/Å.